No. 1
C4H28O9 | wB97M-V/def2-TZVPD

Cartesian coordinates (Å):
C 2.49916 3.11696 0.33987
C -0.16780 0.34272 0.85318
C 0.99441 1.33212 1.28697
C 1.44608 2.09434 -0.02526
H 3.28732 2.65450 0.89166
H 2.06598 4.01867 0.85871
H 2.92569 3.58954 -0.52519
H -0.56652 -0.18922 1.69095
H 0.35648 -0.44475 0.19992
H -1.00294 0.84743 0.28278
H 1.84705 0.78176 1.69523
H 0.65978 1.96056 2.15627
H 1.90296 1.48814 -0.77883
H 0.60969 2.57782 -0.44820
H -3.00581 -0.07004 -1.33532
H -2.69965 -0.45900 -2.75038
O -2.93557 0.33781 -2.19041
H 0.95191 0.72430 -2.24350
H 1.58538 0.89442 -3.74845
O 1.42051 0.38418 -3.02547
H -1.62485 3.10582 -2.02140
H -1.69006 1.54961 -1.96008
O -1.06667 2.27613 -1.87969
H -2.22941 0.32138 3.56978
H -2.25937 1.54276 2.85474
O -2.78410 0.76329 2.86746
H 0.67159 -2.52966 0.35823
H 0.81476 -4.11019 0.60554
O 0.25624 -3.28829 0.78749
H -4.13143 -0.45994 0.39909
H -2.73067 -0.07276 1.08085
O -3.22762 -0.40985 0.26648
H -2.39256 -2.54549 1.85176
H -0.93946 -2.91143 2.28874
O -1.83607 -2.75345 2.62639
H 3.16229 -1.27067 -0.46650
H 4.16075 -1.56297 0.70887
O 3.27925 -1.20352 0.50361
H 1.99540 -2.52977 -1.68854
H 2.46504 -1.26758 -2.47315
O 2.79151 -1.97505 -1.92864

Multiplicity: 2
Expectation value of S²: 0.75
Highest occupied orbital energy (alpha / beta) in eV: -13.8 / -13.6
Net charge: +1
Frontier orbital gap (alpha / beta) in eV: 11.050 / 3.386

No. 2
C5H9NS2 | wB97M-V/def2-TZVPD

Cartesian coordinates (Å):
C -1.42460 0.61729 -0.42858
C -0.64717 0.13413 0.85310
C 0.14111 -1.10418 0.95395
C 1.31357 0.08973 -0.69885
C 0.12515 1.01577 -0.22838
H -1.96563 -1.56257 -1.63496
H -2.21161 1.45699 -0.34861
H -0.81357 0.64725 1.75776
H 0.50475 -1.23509 2.06305
H -0.47006 -1.97605 0.94291
H 0.84721 -1.94925 -1.09603
H 2.21771 0.46851 -0.05174
H 1.65570 -0.05886 -1.75530
H 0.77818 2.33243 1.51975
N 0.99541 -1.18416 -0.24752
S -1.29536 -0.38212 -1.90128
S 0.24920 2.69020 0.30072

Highest occupied orbital energy in eV: -8.1
SMILES: S[C@H]1[C@H]2CNC[C@]21S
Frontier orbital gap in eV: 8.731

No. 3
C4H8FN | wB97M-V/def2-TZVPD

Cartesian coordinates (Å):
C 0.86686 -1.17533 0.10830
C -0.38526 -0.79857 -0.58964
C 1.33084 0.20594 0.44298
C -1.23905 1.38083 0.03181
N -0.21692 0.65864 -0.58711
F 2.27585 0.69433 -0.32566
H 0.80708 -1.77771 1.05818
H 1.65296 -1.61808 -0.54742
H -0.68056 -1.18862 -1.65138
H -1.29810 -1.13984 -0.07622
H 1.41220 0.37749 1.52910
H -0.98509 2.45541 0.17651
H -2.13256 1.04091 -0.61471
H -1.40825 0.88459 1.04526

Highest occupied orbital energy in eV: -8.3
Frontier orbital gap in eV: 9.450

No. 4
C23H23ClN2O3Tl | wB97M-V/def2-TZVPD

Cartesian coordinates (Å):
Tl -0.30475 0.31445 -1.06539
O 3.31953 1.07286 -0.60351
C 3.14417 2.35306 -1.20243
C 3.03708 3.47912 -0.18201
C 1.66207 3.62551 0.49508
C 0.62459 4.19903 -0.42742
C 0.37654 5.57039 -0.46955
C -0.57314 6.06059 -1.34889
C -1.24762 5.17393 -2.17396
C -0.94193 3.82695 -2.06757
N -0.03293 3.34829 -1.22156
H 2.49400 0.80031 -0.18461
H 2.27766 2.35293 -1.86982
H 4.03522 2.51621 -1.81000
H 3.28883 4.42229 -0.68076
H 3.79291 3.29887 0.58691
H 1.77243 4.28467 1.35843
H 1.30288 2.66200 0.86024
H 0.92042 6.23833 0.18746
H -0.78843 7.12239 -1.38698
H -1.99702 5.51447 -2.87491
H -1.45439 3.08491 -2.67595
Cl -2.71621 -2.27519 -1.89981
C -3.48415 -1.66987 -0.38587
C -3.76746 -0.14251 -0.37957
O -4.90209 0.13639 0.03808
O -2.83561 0.64590 -0.70643
H -2.81442 -1.91804 0.43739
H -4.42434 -2.19496 -0.28512
C -0.14275 0.24028 4.28026
C 1.05204 0.36033 3.58123
C 1.04706 0.33824 2.18631
C -0.12513 0.23229 1.42316
C -1.30815 0.11983 2.16817
C -1.32590 0.10777 3.56229
H -0.15146 0.24473 5.36390
H 1.98934 0.47425 4.11903
H 2.02354 0.39058 1.69990
H -2.26240 0.05947 1.65087
H -2.27009 0.00023 4.08868
N 0.67071 -2.30768 -0.53555
C 0.52078 -3.43960 -0.63419
C 0.30254 -4.85481 -0.80168
C -0.96665 -5.31254 -1.14656
C -1.18190 -6.67137 -1.31408
C -0.13849 -7.57096 -1.14359
C 1.12551 -7.11008 -0.80075
C 1.34997 -5.75381 -0.62865
H -1.76552 -4.59545 -1.29562
H -2.16853 -7.03003 -1.57816
H -0.30848 -8.63159 -1.28067
H 1.93950 -7.81062 -0.66428
H 2.33061 -5.38271 -0.36148

Highest occupied orbital energy in eV: -3.6
Net charge: -1
Frontier orbital gap in eV: 6.101

No. 5
C26H31ClN2O8Ta | wB97M-V/def2-TZVPD

Cartesian coordinates (Å):
Ta -0.24663 1.04172 0.52715
O -5.30138 0.92587 -0.29441
C -3.98950 0.93888 -0.32669
O -3.28421 0.69210 0.62744
C -3.38644 1.22015 -1.66655
C -4.03940 1.38755 -2.88466
C -3.26058 1.55742 -4.02519
C -1.87545 1.54172 -3.93550
C -1.32142 1.34486 -2.67618
N -2.06386 1.20511 -1.59404
C 0.15166 1.16342 -2.39031
O 1.01821 1.41534 -3.17757
O 0.31928 0.68567 -1.17441
H -5.62360 0.73959 0.60449
H -5.11547 1.37383 -2.94454
H -3.73096 1.67808 -4.98861
H -1.23658 1.64939 -4.79807
C 2.70197 1.86079 -0.10996
C 3.29716 0.96039 -0.94946
C 3.21177 -0.36448 -0.36560
C 2.57512 -0.28267 0.84065
C 2.15096 1.12959 1.05790
C 2.39981 1.72240 2.42461
C 2.50504 -1.33045 1.90255
C 3.78716 -1.55818 -1.04271
C 3.99125 1.22326 -2.23713
C 2.71230 3.34653 -0.25981
H 3.47681 1.77410 2.58935
H 1.96911 1.10385 3.20871
H 1.99998 2.73175 2.50637
H 3.27435 -1.15049 2.65588
H 2.68759 -2.31641 1.48630
H 1.54122 -1.33969 2.40607
H 4.86284 -1.44184 -1.17345
H 3.35621 -1.66282 -2.03880
H 3.60386 -2.46561 -0.47661
H 5.02559 0.88366 -2.18433
H 3.97714 2.27981 -2.48319
H 3.50016 0.67671 -3.04172
H 1.94013 3.83171 0.33101
H 2.57723 3.63084 -1.30116
H 3.67913 3.73825 0.06199
C 0.37115 -2.68057 -0.61905
N -1.01515 -3.08423 -0.67935
C -1.22524 -4.40403 -0.12377
C -1.93576 -2.06791 -0.19850
C -1.79571 -1.73872 1.27413
C -2.49595 -2.53921 2.17484
C -2.37479 -2.36428 3.53982
C -1.53385 -1.37527 4.01978
C -0.85883 -0.55824 3.12709
C -0.96917 -0.70040 1.73447
H 0.97515 -3.44856 -1.10004
H 0.72112 -2.54404 0.41099
H 0.49988 -1.73986 -1.15863
H -0.57668 -5.10370 -0.64688
H -2.25765 -4.70381 -0.28885
H -0.99978 -4.46292 0.94814
H -2.94715 -2.43511 -0.39730
H -1.75909 -1.17214 -0.80538
H -3.16772 -3.29914 1.80068
H -2.92959 -2.99223 4.21960
H -1.41972 -1.22997 5.08298
H -0.22615 0.22062 3.53927
O -0.32761 3.42839 -0.03301
Cl -1.20492 3.42332 1.08683
O -2.49979 3.13033 0.65704
O -1.10808 4.59816 1.81667
O -0.75648 2.30179 1.92864

Highest occupied orbital energy (alpha / beta) in eV: -10.4 / -10.4
Net charge: +1
Frontier orbital gap (alpha / beta) in eV: 5.657 / 5.656

No. 6
C18H27BiBrNO4P2 | wB97M-V/def2-TZVPD

Cartesian coordinates (Å):
Bi 1.01057 0.47704 0.74961
P 0.11474 2.04286 -1.32314
C -1.42573 2.71949 -0.78493
C -2.33884 1.93676 -0.01262
N -1.84180 0.88154 0.72048
C -2.66570 0.10082 1.42327
C -4.03893 0.35428 1.46922
C -4.56722 1.46301 0.80841
C -3.71314 2.27768 0.08366
C -2.12064 -1.10824 2.16475
P -0.32654 -0.95358 2.56251
H -4.07702 3.15166 -0.44987
H -4.65746 -0.33419 2.03120
H -5.63584 1.66766 0.85306
H -2.67323 -1.26099 3.10843
H -2.23668 -2.02029 1.55065
H -1.14738 4.10061 0.56491
H -1.83717 3.55723 -1.36248
H 0.20817 3.42440 2.06550
O -0.48867 4.56221 1.15296
H -0.99612 5.22189 1.65605
H 2.49780 1.46983 0.53749
O 0.67175 2.62651 2.49023
H 1.15578 2.96270 3.27257
C -0.34194 -0.01264 4.12767
H -0.92279 -0.55286 4.88922
H 0.68570 0.12857 4.48909
H -0.77557 0.98519 3.97600
C 0.25242 -2.62898 2.92750
H 1.30561 -2.59965 3.22484
H -0.33910 -3.08090 3.73236
H 0.17381 -3.24755 2.02809
C -0.06156 1.18810 -2.91942
H -0.27814 1.92477 -3.70429
H 0.86430 0.64519 -3.14722
H -0.87575 0.45782 -2.85465
C 1.24122 3.45867 -1.55070
H 2.17078 3.11258 -2.02342
H 0.75024 4.20321 -2.19717
H 1.47002 3.92039 -0.57972
Br -0.16581 -2.69763 -3.70291
C 1.51418 -3.34458 -3.14787
C 2.13478 -4.33904 -3.91749
C 3.44843 -4.73767 -3.65375
C 4.14687 -4.15039 -2.59526
C 3.51790 -3.20140 -1.79172
C 2.18745 -2.81069 -2.01907
C 1.56096 -1.78881 -1.10547
O 2.40933 -1.05571 -0.44403
O 0.31553 -1.65875 -0.98941
H 1.59358 -4.78712 -4.74443
H 3.91724 -5.48999 -4.28456
H 5.18364 -4.42636 -2.39519
H 4.04596 -2.73463 -0.95893

Highest occupied orbital energy (alpha / beta) in eV: -13.3 / -13.3
Net charge: +2
Frontier orbital gap (alpha / beta) in eV: 4.789 / 4.875

No. 7
C30H29F5IrN2O4P2S2 | wB97M-V/def2-TZVPD

Cartesian coordinates (Å):
Ir 0.38608 -0.71017 -0.40258
C 0.45317 -1.21992 3.04357
P 0.23065 0.03339 1.73737
C -1.17834 0.99258 2.31216
C 1.69856 1.08573 1.95104
C 1.74703 2.11751 2.88498
C 2.89335 2.89176 3.00427
C 3.99656 2.63241 2.20054
C 3.95545 1.59611 1.27763
C 2.80233 0.82820 1.14337
P 2.63623 -0.50151 -0.07390
C 3.64982 0.01346 -1.48057
C 3.56885 -1.88585 0.61807
H 0.86300 -0.73878 3.93252
H 1.14019 -1.99731 2.71406
H -0.49595 -1.68972 3.31172
H -1.09820 1.13530 3.38922
H -2.10249 0.45241 2.09845
H -1.22735 1.95360 1.80306
H 0.89806 2.32591 3.52447
H 2.91799 3.70636 3.71591
H 4.88532 3.24347 2.28474
H 4.82328 1.40709 0.65808
H 4.69732 0.08488 -1.18686
H 3.31024 0.97323 -1.87039
H 3.57006 -0.74155 -2.26133
H 4.51476 -1.50380 1.00391
H 3.76795 -2.61986 -0.16423
H 3.02281 -2.37526 1.42247
O -2.76042 -3.16401 5.09845
C -3.44173 -4.08293 4.26393
N -3.07549 -3.70901 2.91935
C -2.75029 -4.61353 1.96426
O -2.78799 -5.81441 2.10180
C -2.26595 -4.02561 0.66105
C -2.50392 -4.69977 -0.53041
C -1.96521 -4.19597 -1.70113
C -1.16918 -3.06848 -1.64580
N -0.91081 -2.42451 -0.49575
C -1.47269 -2.90111 0.63507
H -2.97626 -3.35385 6.01828
H -4.52252 -4.01594 4.40381
H -3.12262 -5.11273 4.41603
H -3.14098 -2.72953 2.70054
H -3.09232 -5.60884 -0.51802
H -2.14303 -4.67767 -2.65223
H -0.70501 -2.67153 -2.53854
H -1.24398 -2.37350 1.54490
F 4.08186 0.38066 -6.64730
C 3.09703 0.33176 -5.78034
C 2.79571 -0.86392 -5.14389
F 3.48465 -1.95863 -5.41814
C 1.79825 -0.89150 -4.19155
F 1.57229 -2.03218 -3.52790
C 1.07272 0.24685 -3.86463
S -0.20571 0.18744 -2.64599
C 1.35328 1.42283 -4.55808
F 0.64924 2.52115 -4.30313
C 2.36870 1.47781 -5.49213
F 2.65419 2.61236 -6.10220
O -5.15810 5.61488 -1.01675
C -4.27602 5.21598 -0.08807
O -4.40635 5.50148 1.06360
C -3.12469 4.35075 -0.53921
C -3.25844 3.38174 -1.52318
C -2.20490 2.52395 -1.81722
C -1.01347 2.64980 -1.11750
S 0.44705 1.65200 -1.36539
C -0.87242 3.62707 -0.13268
C -1.93322 4.46034 0.16558
H -4.88956 5.38745 -1.91503
H -4.19521 3.26439 -2.05442
H -2.32592 1.76451 -2.57444
H 0.06944 3.72538 0.39979
H -1.85673 5.19888 0.95287

Multiplicity: 2
Expectation value of S²: 0.76
Highest occupied orbital energy (alpha / beta) in eV: -13.4 / -14.5
Net charge: +2
Frontier orbital gap (alpha / beta) in eV: 6.715 / 7.414

No. 8
C23H28N7OSTeTi | wB97M-V/def2-TZVPD

Cartesian coordinates (Å):
Ti 0.82356 0.39457 -0.35399
N 3.73687 -3.07252 -0.45539
C 2.76846 -2.12311 -0.19057
S 1.75840 -1.67316 -1.54838
N 2.70945 -1.70860 1.03610
N 1.80340 -0.67661 1.27531
C 1.64767 -0.43220 2.52295
C 0.79202 0.58198 3.11350
C 0.69794 0.58675 4.51182
C -0.06872 1.49818 5.20787
C -0.76715 2.46667 4.48301
C -0.69114 2.50156 3.10963
C 0.07725 1.57058 2.36683
O 0.08494 1.65104 1.08393
H 3.56623 -3.65032 -1.25947
H 4.13199 -3.51867 0.35648
H 2.21807 -1.05225 3.21806
H 1.25893 -0.16661 5.05637
H -0.11827 1.46956 6.28841
H -1.36966 3.20299 5.00344
H -1.22009 3.25635 2.53988
C -1.61652 -3.98936 2.34725
C -0.55369 -3.95810 1.26686
N -0.45305 -2.62619 0.72675
C -1.45373 -1.70942 0.67198
N -1.22998 -0.60652 0.02773
C -2.32640 0.34712 -0.09326
C -3.23156 0.32512 1.12561
C -3.73428 -1.08819 1.32823
N -2.61437 -2.00567 1.35698
C -2.88191 -3.35777 1.79763
H -1.28078 -3.41658 3.21432
H -1.80886 -5.01654 2.66275
H -0.80601 -4.68795 0.48385
H 0.42180 -4.23825 1.67147
H 0.29288 -2.43749 0.05527
H -2.91166 0.12968 -0.99986
H -1.89302 1.33869 -0.20960
H -4.07541 1.00813 1.00300
H -2.65697 0.64578 1.99911
H -4.43807 -1.35738 0.52482
H -4.27172 -1.18554 2.27720
H -3.28580 -3.97450 0.97942
H -3.65286 -3.30389 2.57089
C -0.89654 2.25032 -4.33117
C -0.41380 1.73942 -3.06204
N -0.04299 1.34178 -2.04899
H -1.73121 1.64608 -4.68537
H -0.08524 2.22828 -5.06068
H -1.21729 3.28507 -4.21021
Te 3.23040 1.97115 -0.90102
C 2.81915 2.37757 -2.94436
C 2.52657 3.66985 -3.38971
C 2.28235 3.93924 -4.73104
C 2.31663 2.91594 -5.67034
C 2.59484 1.62237 -5.24274
C 2.84683 1.35976 -3.90280
H 2.49691 4.47601 -2.66707
H 2.07061 4.95594 -5.04386
H 2.13762 3.12378 -6.71908
H 2.62586 0.80953 -5.96002
H 3.06110 0.34655 -3.58368

Multiplicity: 3
Expectation value of S²: 2.01
Highest occupied orbital energy (alpha / beta) in eV: -2.4 / -3.3
Net charge: -1
Frontier orbital gap (alpha / beta) in eV: 4.845 / 5.814

Short version: calculated total energy = -23019.1497, -28488.1294, -8481.9441, -50563.7689, -60884.9607, -123227.6688, -99412.4653, -78031.8864 eV, in the order given.
Short version: ΔE to the lowest compared entry with this formula, charge and spin = 0.00, 80.86, 71.34, 0.00, 97.57, 31.21, 22.29, 5.63 kcal/mol, in the order given.